Formula: C4H29N3O10
Source: the OMol25 dataset
Level of theory: ωB97M-V/def2-TZVPD

Structure (XYZ):
```
46
Properties=species:S:1:pos:R:3:mulliken_charge:R:1
C -2.36 -0.88 1.72 -1.37
N -2.77 -1.06 0.32 -0.07
C -2.29 -0.17 -0.63 -0.01
O -2.97 0.00 -1.63 -0.62
C -0.84 0.34 -0.53 -0.50
N -0.03 -0.89 -0.76 0.17
C 1.41 -0.85 -0.88 0.30
N 2.08 -0.11 -2.00 -0.64
H -2.65 -1.69 2.33 0.59
H -2.73 0.02 2.22 0.33
H -1.27 -0.67 1.80 0.38
H -3.79 -1.10 0.22 0.30
H -0.58 0.55 0.51 0.15
H -0.59 1.19 -1.20 0.61
H -0.38 -1.48 -1.52 0.37
H 1.94 -0.53 0.04 -1.10
H 1.68 -1.94 -1.08 0.51
H 1.91 -0.75 -2.78 0.35
H 1.52 0.72 -2.23 0.29
O 1.70 -2.67 1.59 -0.60
H 0.91 -2.95 2.17 0.50
H 2.55 -3.04 1.92 0.25
O 2.57 0.50 2.30 -0.73
H 2.08 1.29 2.14 0.36
H 2.59 -0.14 1.60 0.20
O -0.64 -3.29 2.26 -0.79
H -1.19 -2.59 1.87 0.42
H -0.05 -3.73 1.67 0.32
O 0.34 2.36 1.20 -0.63
H 0.70 3.11 0.68 0.35
H -0.15 2.80 1.91 0.30
O -0.69 -4.40 0.05 -0.74
H -1.04 -3.48 0.02 0.36
H 0.16 -4.31 -0.42 0.35
O -1.50 1.07 -3.90 -0.62
H -0.88 0.54 -3.39 0.36
H -2.01 1.67 -3.34 0.30
O 1.85 3.93 -0.45 -0.69
H 2.75 3.53 -0.33 0.34
H 1.89 4.18 -1.38 0.29
O 4.16 2.20 0.74 -0.70
H 3.91 1.85 1.61 0.38
H 3.79 1.48 0.20 0.34
O -2.06 3.12 -0.32 -0.60
H -2.12 4.01 -0.74 0.32
H -1.13 3.14 0.05 0.31
```

SMILES = CNC(=O)CNCN.O.O.O.O.O.O.O.O.O
ΔE to the lowest compared entry with this formula, charge and spin = 87.2 kcal/mol

=====

Formula: C22H26AlF29N3O5S
Source: the OMol25 dataset
Level of theory: ωB97M-V/def2-TZVPD

Structure (XYZ):
```
87
Properties=species:S:1:pos:R:3:mulliken_charge:R:1
N 2.98 -0.15 -0.04 -0.63
C 1.81 0.18 -0.52 0.39
N 1.65 1.63 -0.89 -0.67
N 0.73 -0.80 -0.73 -0.18
C 0.31 -0.80 -2.18 -0.41
C -0.98 -1.69 -2.44 -0.36
C -1.43 -1.48 -3.95 -0.78
C -1.89 0.03 -4.31 -0.14
Al -2.70 1.08 -2.75 0.22
S -5.00 1.25 -2.84 0.95
O -5.37 2.73 -2.75 -0.64
O -5.52 0.76 -4.17 -0.65
C -5.89 0.46 -1.36 0.45
F -5.10 0.65 -0.22 -0.23
F -7.13 1.12 -1.18 -0.25
C -6.17 -1.10 -1.56 0.52
F -6.81 -1.66 -0.43 -0.25
F -7.01 -1.38 -2.65 -0.21
F -4.90 -1.70 -1.76 -0.18
H 2.99 -1.17 0.14 0.24
H 1.86 1.65 -1.90 0.33
H 0.63 1.78 -0.83 0.35
H -0.12 -0.55 -0.21 0.34
H 0.07 0.29 -2.44 -0.02
H 1.20 -1.10 -2.83 0.20
H -1.81 -1.55 -1.68 0.09
H -0.64 -2.79 -2.32 0.35
H -2.19 -2.26 -4.30 0.30
H -0.49 -1.68 -4.59 0.27
H -0.92 0.58 -4.59 -0.16
H -2.52 0.07 -5.27 0.43
H -2.14 2.58 -2.89 -0.35
H -2.17 0.58 -1.31 -0.26
C 0.23 3.94 -9.22 -0.75
C 0.00 2.43 -8.99 0.97
C -0.63 2.04 -7.66 0.16
F 0.14 2.39 -6.61 -0.30
F -0.78 0.69 -7.58 -0.27
F 1.17 1.77 -9.19 -0.28
F -0.84 2.00 -9.98 -0.34
O 1.55 4.44 -8.99 -0.41
C 1.89 4.82 -7.67 0.78
C 3.03 3.98 -7.10 0.20
F 2.71 2.68 -7.04 -0.19
F 3.32 4.37 -5.83 -0.25
F 0.79 4.81 -6.90 -0.25
F 2.27 6.12 -7.75 -0.30
H 0.07 4.10 -10.29 0.42
H -0.53 4.55 -8.74 0.35
H -1.61 2.49 -7.53 0.24
H 3.94 4.09 -7.71 0.21
C 4.34 -2.17 5.81 -0.13
C 5.07 -0.92 5.28 0.78
C 4.19 0.27 4.90 0.18
F 3.34 -0.03 3.89 -0.13
F 4.95 1.30 4.46 -0.31
F 5.87 -1.28 4.25 -0.29
F 5.91 -0.50 6.28 -0.34
O 4.12 -3.23 4.87 -0.40
C 2.96 -3.13 4.08 0.70
C 3.27 -3.03 2.58 0.17
F 4.02 -1.93 2.31 -0.19
F 2.14 -2.92 1.86 -0.27
F 2.19 -2.12 4.53 -0.16
F 2.25 -4.27 4.31 -0.31
H 5.00 -2.61 6.56 0.41
H 3.43 -1.92 6.36 -0.09
H 3.60 0.62 5.75 0.15
H 3.83 -3.90 2.23 0.25
C -1.29 -0.62 6.34 -0.96
C 0.15 -0.92 6.82 1.04
C 0.51 -2.40 6.93 0.11
F -0.25 -3.05 7.84 -0.23
F 1.80 -2.55 7.35 -0.32
F 0.37 -0.27 7.99 -0.30
F 0.99 -0.35 5.91 -0.23
O -2.26 -0.30 7.35 -0.42
C -2.93 -1.37 7.98 0.79
C -2.65 -1.43 9.48 0.19
F -1.34 -1.61 9.74 -0.21
F -3.30 -2.48 10.05 -0.26
F -2.65 -2.52 7.35 -0.28
F -4.25 -1.14 7.78 -0.30
H -1.22 0.30 5.75 0.48
H -1.67 -1.37 5.65 0.35
H 0.42 -2.91 5.97 0.27
H -2.97 -0.51 9.98 0.23
```

total charge = -1

=====

Formula: C4H17N2O2
Source: the OMol25 dataset
Level of theory: ωB97M-V/def2-TZVPD

Structure (XYZ):
```
25
Properties=species:S:1:pos:R:3:mulliken_charge:R:1
C 1.62 0.66 0.49 -0.91
C 0.79 0.11 1.65 -0.48
C -0.19 -1.02 1.28 -0.66
C -1.40 -2.19 -0.56 -1.14
N -0.94 -0.93 0.01 -0.48
N 0.75 0.95 -0.70 -0.13
H 2.45 0.00 0.26 0.43
H 2.04 1.63 0.78 0.40
H 1.37 -0.09 2.55 0.43
H 0.11 0.92 1.99 0.22
H -0.99 -0.93 2.03 0.37
H 0.22 -2.03 1.23 0.46
H -1.92 -2.72 0.25 0.42
H -0.63 -2.85 -0.94 0.32
H -2.16 -1.98 -1.31 0.34
H -1.70 -0.27 0.05 0.30
H 0.01 0.21 -0.81 0.40
H 0.37 1.88 -0.55 0.36
H 1.33 0.86 -1.53 0.38
H -0.54 0.01 -3.55 0.31
H 0.55 -1.09 -3.17 0.32
O 0.36 -0.15 -3.25 -0.64
H 0.11 3.43 1.03 0.29
H -1.24 2.96 1.53 0.28
O -0.37 2.63 1.26 -0.59
```

ΔE to the lowest compared entry with this formula, charge and spin = 33.4 kcal/mol
total charge = +1

=====

Formula: C10H16
Source: the OMol25 dataset
Level of theory: ωB97M-V/def2-TZVPD

Structure (XYZ):
```
26
Properties=species:S:1:pos:R:3:mulliken_charge:R:1
C 0.62 2.44 1.05 -1.65
C 0.55 0.94 1.18 0.64
C -0.26 0.35 2.14 -0.34
C -0.29 -1.04 2.27 -0.48
C 0.49 -1.82 1.41 -0.47
C 1.31 -1.23 0.47 -0.58
C 1.37 0.15 0.38 -0.21
H -0.28 2.97 1.36 0.36
H 0.83 2.72 0.02 0.34
H 1.46 2.80 1.65 0.41
H -0.91 0.96 2.76 0.35
H -0.94 -1.53 2.97 0.38
H 0.43 -2.89 1.53 0.39
H 1.99 -1.83 -0.12 0.38
H 2.03 0.63 -0.33 0.45
C -1.87 0.39 -1.57 -0.72
C -1.24 -0.65 -2.51 -0.24
C 0.01 -0.11 -3.22 -0.97
H -1.12 0.85 -0.92 -0.07
H -2.59 -0.10 -0.91 0.28
H -2.27 1.19 -2.19 0.39
H -0.89 -1.48 -1.88 0.22
H -1.95 -0.99 -3.26 0.35
H 0.42 -0.87 -3.89 0.32
H -0.20 0.78 -3.82 0.35
H 0.79 0.15 -2.50 0.12
```

SMILES = Cc1ccccc1.CCC
ΔE to the lowest compared entry with this formula, charge and spin = 3.7 kcal/mol

=====

Formula: C4H4N4
Source: the OMol25 dataset
Level of theory: ωB97M-V/def2-TZVPD

Structure (XYZ):
```
12
Properties=species:S:1:pos:R:3:mulliken_charge:R:1
H 0.95 2.72 0.69 0.28
N 0.68 2.18 1.44 -0.60
C 0.54 0.83 0.88 0.56
N 0.04 -0.20 1.58 -0.41
C -0.79 -0.98 0.98 -0.10
C -0.94 -1.37 -0.54 0.08
N -0.45 -0.78 -1.60 -0.47
C 0.64 0.14 -1.48 0.06
N 0.87 0.87 -0.47 -0.39
H -1.23 -1.65 1.63 0.37
H -1.57 -2.26 -0.68 0.33
H 1.25 0.50 -2.43 0.29
```

SMILES = [H]/N=c1/nccncn1
ΔE to the lowest compared entry with this formula, charge and spin = 94.9 kcal/mol

=====

Formula: C21H25AlClN3O2
Source: the OMol25 dataset
Level of theory: ωB97M-V/def2-TZVPD

Structure (XYZ):
```
53
Properties=species:S:1:pos:R:3:mulliken_charge:R:1
Al -0.03 -0.45 -0.53 -0.37
C -0.81 0.79 -3.33 -1.27
N -1.49 0.59 -1.97 0.55
C -2.78 -0.03 -2.31 -0.95
C -3.49 -0.79 -1.19 -0.37
C -2.71 -1.99 -0.69 -0.99
N -1.50 -1.55 0.04 0.46
C -1.37 -2.07 1.25 -0.15
C -0.17 -2.17 2.04 0.54
C -0.19 -2.69 3.34 -0.64
C 0.94 -3.09 4.04 -0.83
C 2.18 -2.98 3.44 -0.33
C 2.30 -2.40 2.18 -0.57
C 1.16 -1.98 1.47 0.76
O 1.29 -1.55 0.21 -0.57
C -1.87 2.02 -1.51 -1.08
C -2.28 2.26 -0.04 -0.90
C -1.41 1.60 1.04 -0.94
N -0.12 1.12 0.49 0.70
C 0.92 2.00 0.75 0.25
C 2.29 1.53 0.14 0.40
C 3.47 2.18 0.51 -0.75
C 4.69 1.91 -0.17 -0.38
C 4.77 0.98 -1.20 -0.71
C 3.55 0.37 -1.60 -0.54
C 2.29 0.72 -1.00 0.13
O 1.22 0.18 -1.58 -0.32
H -1.54 1.04 -4.07 0.41
H -0.43 -0.19 -3.58 0.41
H 0.02 1.51 -3.21 0.37
H -2.63 -0.81 -3.09 0.49
H -3.47 0.72 -2.78 0.38
H -4.44 -1.24 -1.54 0.49
H -3.65 -0.11 -0.32 -0.03
H -2.46 -2.60 -1.56 0.23
H -3.39 -2.58 -0.06 0.56
H -2.31 -2.39 1.76 0.19
H -1.24 -2.77 3.74 0.23
H 0.75 -3.48 5.01 0.43
H 3.05 -3.27 4.02 0.38
H 3.27 -2.34 1.63 0.43
H -2.74 2.32 -2.10 0.44
H -1.10 2.73 -1.84 0.56
H -3.27 1.84 0.03 0.40
H -2.37 3.36 0.05 0.35
H -1.87 0.69 1.42 0.23
H -1.20 2.27 1.93 0.60
H 0.66 3.03 0.36 0.33
H 3.44 2.84 1.42 0.29
H 5.61 2.47 0.16 0.29
H 5.79 0.61 -1.47 0.32
H 3.58 -0.46 -2.30 0.36
Cl 1.08 2.31 2.58 -0.30
```

=====

Formula: C3H5NO
Source: the OMol25 dataset
Level of theory: ωB97M-V/def2-TZVPD

Structure (XYZ):
```
10
Properties=species:S:1:pos:R:3:mulliken_charge:R:1
C -1.72 -0.77 1.38 -0.70
C -0.68 -0.10 0.85 0.10
C 0.07 -0.59 -0.36 -0.14
N 0.91 0.04 -1.16 -0.43
O 1.34 1.22 -0.67 -0.34
H -2.30 -0.55 2.26 0.29
H -2.32 -1.59 0.77 0.16
H -0.12 0.66 1.58 0.22
H -0.17 -1.44 -0.87 0.45
H 1.82 1.57 -1.51 0.38
```

SMILES = C=C/C=N\O
ΔE to the lowest compared entry with this formula, charge and spin = 77.9 kcal/mol

=====

Formula: C9H14
Source: the OMol25 dataset
Level of theory: ωB97M-V/def2-TZVPD

Structure (XYZ):
```
23
Properties=species:S:1:pos:R:3:mulliken_charge:R:1
C 0.00 1.90 -1.68 -1.31
C 0.82 1.27 -0.56 0.59
C 0.24 0.89 0.65 -0.40
C 1.01 0.20 1.58 -0.50
C 2.39 0.02 1.42 -0.22
C 3.02 0.62 0.37 -0.70
C 2.19 1.15 -0.62 -0.14
H 0.44 1.55 -2.64 0.35
H 0.07 2.98 -1.63 0.31
H -1.04 1.55 -1.83 0.31
H -0.84 1.02 0.81 0.42
H 0.46 -0.27 2.38 0.39
H 2.99 -0.54 2.17 0.32
H 4.09 0.37 0.22 0.29
H 2.74 1.62 -1.45 0.31
C -2.66 -1.41 -0.46 -0.79
C -1.98 -2.18 0.67 -0.66
H -2.92 -0.40 -0.10 0.20
H -2.06 -1.45 -1.38 0.22
H -3.58 -1.87 -0.82 0.38
H -0.97 -1.72 0.76 0.08
H -2.47 -2.04 1.66 0.25
H -1.95 -3.26 0.49 0.33
```

SMILES = Cc1ccccc1.CC
ΔE to the lowest compared entry with this formula, charge and spin = 15.0 kcal/mol

=====

| no. | highest occupied orbital energy (eV) | HOMO-LUMO gap (Eh) | LUMO level (eV) |
| --- | --- | --- | --- |
| 1 | -9.47 | 0.3477 | 0.00 |
| 2 | -6.07 | 0.2929 | 1.91 |
| 3 | -12.72 | 0.3599 | -2.93 |
| 4 | -9.05 | 0.3706 | 1.03 |
| 5 | -9.01 | 0.2688 | -1.70 |
| 6 | -7.34 | 0.2461 | -0.64 |
| 7 | -9.14 | 0.3583 | 0.61 |
| 8 | -9.10 | 0.3716 | 1.01 |